No. 1
This record from OMol25 describes a structure of composition C57H115AlN6O23. The level of theory is the ωB97M-V functional and the def2-TZVPD basis.

## Properties
Frontier orbital gap ... 3.53 eV
Charge ... +2
LUMO energy ... -7.50 eV

XYZ file:
```
202
Properties=species:S:1:pos:R:3:mulliken_charge:R:1
Al 0.278 0.415 -0.266 0.92
C -1.651 3.983 3.773 -1.68
C -1.260 4.357 5.182 1.50
C -2.411 3.951 6.161 -1.34
C -2.501 2.431 6.329 0.00
C -1.183 1.768 6.872 -1.03
C 0.085 2.168 5.931 2.05
N 0.044 3.616 5.464 0.58
O 1.126 3.957 4.674 -0.19
C 0.024 1.204 4.735 -0.96
C 1.350 2.011 6.723 -1.82
C -0.946 5.898 5.319 -1.79
H -0.806 4.235 3.133 0.48
H -2.608 4.440 3.522 0.49
H -1.864 2.927 3.606 0.03
H -3.360 4.356 5.811 0.54
H -2.140 4.344 7.141 0.33
H -2.691 2.115 5.303 -0.18
H -3.283 1.981 6.941 0.54
H -1.398 0.699 6.881 0.06
H -1.078 2.103 7.904 0.52
H 0.322 1.694 3.808 0.20
H -0.964 0.789 4.537 -0.40
H 0.415 0.207 4.941 0.43
H 1.281 1.212 7.460 0.44
H 1.517 2.925 7.293 0.46
H 2.291 1.743 6.242 0.33
H -0.033 6.075 4.749 0.45
H -0.640 6.041 6.355 0.42
H -1.666 6.596 4.892 0.40
C -3.808 -4.896 -1.171 -1.72
C -5.172 -4.459 -1.651 1.68
C -6.218 -4.298 -0.464 -1.52
C -6.175 -3.010 0.393 0.39
C -6.328 -1.854 -0.645 -1.79
C -5.128 -1.735 -1.717 1.98
N -4.967 -3.080 -2.373 0.70
O -4.061 -3.111 -3.450 -0.21
C -3.832 -1.416 -0.934 -0.52
C -5.428 -0.691 -2.806 -2.05
C -5.783 -5.367 -2.718 -1.85
H -3.179 -4.243 -0.567 0.33
H -3.290 -5.387 -1.994 0.41
H -4.036 -5.684 -0.453 0.42
H -6.184 -5.131 0.239 0.54
H -7.201 -4.193 -0.923 0.44
H -5.270 -2.994 1.000 -0.37
H -6.974 -2.965 1.134 0.49
H -6.542 -0.867 -0.237 0.53
H -7.277 -2.027 -1.153 0.53
H -3.308 -2.116 -0.283 -0.13
H -4.084 -0.580 -0.281 0.21
H -2.971 -1.084 -1.514 0.01
H -5.662 0.271 -2.351 0.38
H -6.184 -1.112 -3.469 0.51
H -4.597 -0.470 -3.475 0.27
H -6.781 -5.014 -2.978 0.43
H -5.935 -6.369 -2.316 0.41
H -5.222 -5.346 -3.653 0.43
C 0.781 2.121 -4.951 -1.35
C -0.644 2.673 -4.870 0.37
C -1.237 3.020 -6.272 -1.18
N -2.767 3.330 -6.381 0.64
C -3.024 3.659 -7.833 -1.07
C -3.105 4.583 -5.533 -0.34
C -4.572 4.478 -5.218 -0.96
C -4.805 3.016 -4.989 0.18
C -3.843 2.252 -5.859 -0.41
H 1.092 1.710 -3.991 -0.07
H 1.324 3.022 -5.235 0.66
H 0.755 1.383 -5.753 0.34
H -0.484 3.682 -4.491 0.40
H -1.324 2.051 -4.288 0.01
H -1.243 2.075 -6.815 0.53
H -0.572 3.795 -6.652 0.24
H -2.585 2.878 -8.454 0.33
H -2.536 4.612 -8.041 0.40
H -4.103 3.637 -7.982 0.46
H -2.985 5.510 -6.095 0.37
H -2.646 4.534 -4.546 0.10
H -5.159 4.708 -6.108 0.35
H -4.983 4.995 -4.352 0.45
H -5.811 2.626 -5.148 0.49
H -4.562 2.755 -3.959 -0.23
H -4.340 1.838 -6.737 0.27
H -3.385 1.361 -5.430 0.05
C 3.326 -4.292 3.087 -0.82
C 4.150 -4.373 1.843 -0.98
C 4.518 -2.985 1.381 0.34
N 5.415 -3.043 0.150 0.38
C 4.526 -3.316 -1.066 -0.80
C 6.677 -3.969 0.210 -0.73
C 7.692 -3.426 -0.820 -0.96
C 7.221 -2.024 -1.093 -0.52
C 6.036 -1.712 -0.080 -0.73
H 2.374 -3.853 2.787 -0.23
H 3.811 -3.699 3.862 0.40
H 3.106 -5.313 3.399 0.47
H 3.867 -5.123 1.105 0.53
H 5.082 -4.883 2.086 0.52
H 5.196 -2.508 2.089 0.61
H 3.641 -2.403 1.101 -0.63
H 5.167 -3.393 -1.944 0.49
H 3.827 -2.495 -0.901 0.14
H 3.939 -4.213 -0.867 0.26
H 6.357 -5.000 0.061 0.45
H 7.034 -3.900 1.238 0.45
H 7.885 -3.998 -1.727 0.35
H 8.649 -3.297 -0.314 0.32
H 6.858 -1.853 -2.106 0.17
H 8.049 -1.316 -1.066 0.65
H 5.314 -0.985 -0.452 0.30
H 6.343 -1.291 0.878 0.57
C 8.796 0.418 -4.403 -1.31
C 7.930 1.700 -4.215 -0.36
C 7.254 1.784 -2.863 -0.24
N 6.274 2.972 -2.799 0.48
C 6.953 4.304 -2.787 -0.99
C 5.063 2.928 -3.763 -0.90
C 3.926 3.658 -3.001 0.54
C 4.229 3.697 -1.451 -0.08
C 5.543 2.847 -1.420 -0.53
H 8.914 0.321 -5.482 0.38
H 8.359 -0.481 -3.968 0.25
H 9.761 0.469 -3.900 0.39
H 7.232 1.749 -5.051 0.40
H 8.613 2.542 -4.326 0.31
H 7.884 1.931 -1.986 0.43
H 6.646 0.912 -2.623 -0.02
H 7.585 4.214 -3.671 0.42
H 7.524 4.430 -1.867 0.30
H 6.282 5.147 -2.952 0.33
H 5.313 3.589 -4.593 0.43
H 4.823 1.886 -3.976 0.30
H 3.701 4.626 -3.448 0.55
H 3.037 3.057 -3.196 -0.71
H 4.334 4.698 -1.033 0.35
H 3.488 3.095 -0.926 -0.12
H 6.289 3.217 -0.716 0.58
H 5.261 1.846 -1.094 -0.18
C -6.119 -3.370 4.326 -1.56
C -4.851 -2.556 4.329 0.54
C -3.752 -3.537 4.862 -1.08
N -2.388 -2.946 5.170 0.98
C -2.319 -1.824 6.202 -1.13
C -1.743 -2.456 3.820 0.22
C -0.342 -2.764 3.982 1.67
C -0.270 -4.159 4.494 -0.76
C -1.346 -4.031 5.575 -0.81
H -6.804 -2.611 3.949 0.43
H -6.344 -3.391 5.392 0.51
H -6.097 -4.306 3.767 0.26
H -4.816 -1.572 4.797 0.28
H -4.679 -2.389 3.266 -0.26
H -3.549 -4.394 4.220 0.56
H -4.075 -3.963 5.813 0.49
H -1.355 -1.316 6.203 0.45
H -2.626 -2.279 7.144 0.27
H -3.116 -1.159 5.870 0.38
H -1.885 -1.428 3.486 -1.09
H -1.988 -3.142 3.009 0.29
H 0.148 -2.202 4.777 -0.28
H 0.209 -2.812 3.043 -0.98
H 0.751 -4.420 4.773 0.54
H -0.609 -4.810 3.688 0.37
H -0.728 -3.841 6.452 0.27
H -1.828 -5.008 5.576 0.43
O -0.362 -1.112 -5.419 -0.52
C -0.936 -0.985 -4.281 0.47
O -2.177 -1.163 -4.320 -0.79
O -0.302 -0.724 -3.186 -0.14
H -1.176 -1.462 -5.788 0.29
O 2.691 -1.253 -3.932 -0.61
C 3.363 -0.532 -3.028 -0.03
O 4.597 -0.563 -3.097 -0.81
O 2.706 0.099 -2.182 0.37
H 1.750 -1.167 -3.763 0.19
O -4.092 1.333 1.268 -0.54
C -3.308 0.717 2.093 0.24
O -2.076 0.544 1.911 0.59
O -3.747 0.497 3.230 -0.73
H -3.745 1.318 0.373 -0.20
O 3.600 -0.554 3.349 -0.65
C 2.832 -0.216 2.309 -0.16
O 1.636 -0.503 2.485 0.35
O 3.243 0.305 1.253 -0.54
H 2.951 -1.130 3.760 0.28
O 0.277 5.345 0.345 -0.59
C 0.555 4.013 0.243 0.71
O 0.767 3.312 1.226 -0.55
O 0.593 3.566 -0.942 -0.51
H 0.087 5.287 -0.594 0.37
O -2.678 3.939 -2.039 -0.56
C -3.054 2.762 -1.487 0.36
O -4.201 2.235 -1.492 -0.76
O -2.105 1.987 -1.235 0.06
H -1.730 3.866 -1.903 0.17
O 0.202 -4.372 0.522 -0.59
C 0.121 -3.128 0.168 -0.19
O -0.906 -2.499 0.318 0.24
O 1.157 -2.604 -0.239 -0.42
H 1.022 -4.684 0.133 0.34
```

No. 2
This record from OMol25 describes a structure of composition C39H44BrCsN6O2. The level of theory is the ωB97M-V functional and the def2-TZVPD basis.

## Properties
Frontier orbital gap ... 4.85 eV
Charge ... -2
LUMO energy ... 3.55 eV
ΔE to the lowest compared entry with this formula, charge and spin ... 40.9 kcal per mole

XYZ file:
```
93
Properties=species:S:1:pos:R:3:mulliken_charge:R:1
Cs -0.101 -0.822 1.573 1.03
C 2.476 -0.145 -2.831 -1.29
C 2.228 1.336 -2.524 0.70
C 3.083 1.784 -1.343 -1.69
C 0.745 1.594 -2.317 -0.41
C -0.147 1.434 -3.380 -0.58
C -1.506 1.646 -3.218 -0.66
C -2.030 2.039 -1.986 1.18
C -3.506 2.282 -1.812 -1.63
C -1.141 2.216 -0.936 -0.87
C 0.224 1.992 -1.094 0.75
H 3.546 -0.341 -2.950 0.52
H 1.976 -0.455 -3.753 0.35
H 2.107 -0.790 -2.027 0.07
H 2.527 1.923 -3.403 0.31
H 2.882 1.177 -0.456 0.28
H 2.903 2.827 -1.074 0.35
H 4.142 1.667 -1.585 0.49
H 0.235 1.123 -4.347 0.39
H -2.177 1.494 -4.060 0.35
H -3.810 3.237 -2.251 0.37
H -3.777 2.300 -0.756 0.28
H -4.096 1.498 -2.291 0.33
H -1.509 2.516 0.039 0.24
H 0.857 2.111 -0.220 0.09
N -3.384 -0.116 2.724 -0.31
N -3.701 -1.229 3.537 -0.29
C -2.621 -2.111 3.910 0.24
O -2.820 -2.729 4.966 -0.81
O -1.652 -2.152 3.109 -0.62
H -3.042 0.671 3.270 0.24
H -4.216 0.162 2.220 0.19
H -4.247 -1.016 4.363 0.25
N 3.920 -1.274 2.459 0.04
C 4.815 -0.978 1.780 -0.33
H 3.128 -1.543 3.004 0.31
C -0.799 -3.670 -4.400 -0.96
N -1.437 -3.823 -3.117 0.75
C -2.083 -5.099 -2.938 -1.19
C -0.681 -3.283 -1.985 -0.69
C 0.718 -3.800 -1.657 0.64
C 1.170 -5.025 -2.150 -0.05
C 2.466 -5.459 -1.872 -0.91
C 3.282 -4.651 -1.093 -0.61
C 2.785 -3.444 -0.589 -0.31
C 1.490 -2.946 -0.835 -0.49
H -1.531 -3.837 -5.199 0.32
H 0.047 -4.354 -4.568 0.31
H -0.418 -2.651 -4.497 0.20
H -2.952 -5.183 -3.603 0.31
H -2.443 -5.187 -1.911 0.32
H -1.438 -5.969 -3.138 0.35
H -1.314 -3.389 -1.096 0.03
H -0.581 -2.205 -2.139 0.22
H 0.526 -5.661 -2.747 0.08
H 2.823 -6.407 -2.260 0.36
H 4.303 -4.958 -0.878 0.35
H 3.476 -2.859 0.018 0.12
Br -5.932 -4.793 -1.944 -0.18
C -4.809 -3.349 -1.439 -0.10
C -4.431 -3.215 -0.120 -0.52
C -3.620 -2.130 0.204 -0.80
N -3.211 -1.239 -0.698 0.14
C -3.562 -1.413 -1.964 0.03
C -4.372 -2.460 -2.396 -0.60
H -4.740 -3.916 0.641 0.50
H -3.291 -1.978 1.228 0.86
H -3.171 -0.696 -2.679 0.21
H -4.626 -2.576 -3.439 0.41
N 1.188 1.732 2.292 -0.28
C 1.506 2.821 2.809 -1.26
C 2.042 3.004 4.229 0.37
C 2.035 4.236 4.879 -0.28
C 2.489 4.364 6.189 -0.73
C 2.972 3.255 6.869 -0.31
C 2.990 2.019 6.225 -0.49
C 2.526 1.900 4.925 -0.42
C 1.436 4.120 1.996 0.56
C 0.215 4.562 1.497 -0.15
C 0.143 5.626 0.606 -0.64
C 1.304 6.269 0.193 -0.44
C 2.530 5.849 0.694 -0.70
C 2.589 4.792 1.596 -0.08
H 1.668 5.107 4.349 0.37
H 2.464 5.332 6.676 0.35
H 3.328 3.348 7.888 0.35
H 3.369 1.145 6.743 0.36
H 2.511 0.951 4.401 0.46
H -0.685 4.039 1.802 0.49
H -0.820 5.940 0.220 0.34
H 1.253 7.084 -0.520 0.35
H 3.444 6.339 0.375 0.36
H 3.547 4.464 1.986 0.45
```

No. 3
This record from OMol25 describes a structure of composition C18H25F6GeN2OPPb. The level of theory is the ωB97M-V functional and the def2-TZVPD basis.

## Properties
Frontier orbital gap (spin up / spin down) ... 8.74 / 8.18 eV
Charge ... +1
LUMO energy (spin up / spin down) ... -2.67 / -3.52 eV
Spin multiplicity ... 2
⟨S²⟩ ... 0.755
ΔE to the lowest compared entry with this formula, charge and spin ... 22.6 kcal per mole

XYZ file:
```
55
Properties=species:S:1:pos:R:3:nbo_charge:R:1
Pb 1.892 1.163 -0.344 1.32
C 3.194 1.032 1.473 -0.81
H 4.147 1.310 1.124 0.15
H 3.147 0.412 2.357 0.18
Ge -1.728 0.521 1.104 1.68
C -1.881 -0.571 -0.445 -0.54
C -2.116 -0.135 -1.723 -0.17
C -1.901 -0.987 -2.815 -0.22
C -1.728 -2.281 -2.587 -0.19
C -1.586 -2.792 -1.272 -0.23
C -1.685 -1.930 -0.211 -0.14
C -2.590 2.175 1.070 -0.52
C -2.091 3.103 2.012 -0.19
C -2.640 4.417 1.973 -0.21
C -3.620 4.715 1.032 -0.18
C -4.058 3.752 0.135 -0.19
C -3.578 2.483 0.210 -0.21
H -1.819 -0.269 2.385 -0.16
H -2.267 0.938 -1.930 0.22
H -1.991 -0.536 -3.863 0.23
H -1.565 -2.890 -3.454 0.22
H -1.434 -3.853 -1.102 0.22
H -1.586 -2.372 0.772 0.21
H -1.405 2.750 2.722 0.22
H -2.324 5.193 2.712 0.23
H -3.980 5.739 0.945 0.23
H -4.928 3.997 -0.463 0.23
H -3.979 1.722 -0.472 0.22
F 0.048 1.002 1.014 -0.70
P 0.963 6.031 1.784 2.68
F 0.580 5.887 3.319 -0.53
F 1.647 4.604 1.839 -0.56
F 2.249 6.831 1.584 -0.52
F -0.151 7.157 1.774 -0.54
F 0.465 5.627 0.336 -0.54
C 3.153 -4.013 -1.840 -0.41
N 2.215 -2.910 -1.771 -0.43
C 2.069 -2.068 -2.931 -0.41
C 1.886 -2.420 -0.562 0.84
O 1.689 -1.177 -0.435 -0.80
N 1.743 -3.275 0.469 -0.44
C 1.159 -4.583 0.325 -0.42
C 1.796 -2.668 1.769 -0.41
H 4.047 -3.858 -1.234 0.21
H 3.500 -4.121 -2.856 0.23
H 2.735 -4.933 -1.480 0.21
H 1.766 -2.629 -3.798 0.22
H 2.932 -1.488 -3.109 0.20
H 1.174 -1.468 -2.878 0.23
H 0.794 -4.740 -0.716 0.23
H 0.286 -4.622 1.029 0.21
H 1.887 -5.387 0.590 0.21
H 2.586 -1.907 1.796 0.23
H 1.977 -3.469 2.496 0.21
H 0.903 -2.210 2.140 0.19
```

No. 4
This record from OMol25 describes the ion C8H12N with charge +1. The level of theory is the ωB97M-V functional and the def2-TZVPD basis.

## Properties
Frontier orbital gap (spin up / spin down) ... 5.54 / 5.59 eV
Charge ... +1
LUMO energy (spin up / spin down) ... -4.88 / -7.79 eV
Spin multiplicity ... 3
⟨S²⟩ ... 2.025
ΔE to the lowest compared entry with this formula, charge and spin ... 6.9 kcal per mole

XYZ file:
```
21
Properties=species:S:1:pos:R:3:nbo_charge:R:1
C -0.471 -1.519 -0.051 0.18
C 0.538 2.672 0.357 -0.63
C 1.677 1.689 0.075 -0.25
C 0.863 -1.952 0.364 -0.47
C 2.041 -0.911 -0.322 -0.49
C -2.116 0.152 -0.354 0.06
C 1.731 0.424 -0.049 0.20
C -3.231 -0.628 -0.296 -0.19
N -0.817 -0.302 -0.087 -0.35
H -1.198 -2.263 -0.378 0.20
H -0.255 2.003 0.810 0.21
H 0.796 3.510 1.021 0.25
H 2.675 2.168 0.114 0.25
H 0.985 -1.678 1.441 0.26
H 1.273 -3.012 0.179 0.27
H 2.953 -1.071 0.349 0.28
H 2.152 -1.320 -1.306 0.26
H -2.185 1.153 -0.849 0.24
H -3.260 -1.674 0.161 0.22
H 0.151 2.853 -0.662 0.24
H -4.302 -0.293 -0.518 0.25
```

The following maximum force values (in eV/Å) correspond, in order, to the records above: 9.304 1.457 4.053 5.695.
The following DFT total energy values (in eV) correspond, in order, to the records above: -123575.048 -124781.025 -111453.307 -9966.578.